1.
The following is a quantum chemistry calculation of C30H30Cl3CsN4O3Se2Te2 as an isolated structure, from the OMol25 dataset.

```
75
Properties=species:S:1:pos:R:3:forces:R:3
Cs 1.268559 -0.590101 -1.209895 -1.3 -0.9 -0.7
C -5.017740 -4.702043 1.048256 0.1 0.1 -0.1
C -4.115152 -3.643550 0.472245 -0.5 0.2 0.1
C -4.562531 -2.397926 0.180483 0.0 -0.3 0.1
C -3.748191 -1.379597 -0.433250 -0.1 0.0 0.0
C -4.378425 -0.159471 -0.571743 0.2 0.1 -0.1
N -4.030184 1.019739 -1.140932 -0.2 -0.2 0.1
C -3.317742 1.202074 -2.402457 0.3 0.2 -0.2
C -2.563650 2.523447 -2.402653 0.0 0.0 0.2
C -1.456003 2.500584 -1.361172 -0.2 -0.2 -0.1
N -0.727229 3.757552 -1.380913 0.3 0.0 0.1
C -0.088496 4.342574 -0.380403 -0.2 -0.1 -0.3
C 0.342910 3.801372 0.823593 0.0 -0.2 0.1
C 0.627085 4.709526 1.883759 0.1 -0.1 0.3
C 1.064645 4.291019 3.102815 -0.1 0.6 -0.1
C 1.341605 5.254642 4.227958 0.0 -0.2 -0.1
C 1.255077 2.901538 3.300385 -0.1 -0.5 -0.4
C 1.053590 1.964684 2.322607 0.1 0.4 0.4
C 1.306162 0.564926 2.645951 0.1 -0.4 0.2
N 1.027881 -0.413451 1.900743 -0.1 0.3 0.0
C 1.293654 -1.752039 2.351067 -0.1 -0.3 0.2
C -0.026217 -2.545729 2.424916 0.1 0.0 -0.1
C 0.052435 -3.905288 1.733911 -0.2 0.1 0.1
N 0.377248 -3.734051 0.326711 0.2 0.0 0.1
C -0.470194 -3.321786 -0.521188 0.3 -0.2 -0.3
C -1.906998 -3.024338 -0.341543 -0.2 -0.7 0.6
C -2.750756 -3.942902 0.217706 0.5 0.4 -0.3
C -2.361081 -1.714953 -0.758250 0.3 0.9 -0.6
O -1.559212 -0.930896 -1.333149 -1.1 -0.2 1.2
C 0.659301 2.376989 0.979194 0.0 0.3 -0.4
O 0.698071 1.612989 0.012156 -0.3 1.2 0.8
H -6.005279 -4.293574 1.265441 0.0 0.0 0.0
H -4.601441 -5.113241 1.971760 0.0 0.0 0.0
H -5.136452 -5.527028 0.341460 0.0 0.0 0.0
H -5.599023 -2.149722 0.391526 0.0 0.0 0.0
H -5.338428 -0.099672 -0.065375 0.0 0.0 0.0
H -4.723101 1.735199 -0.988655 -0.1 0.0 0.0
H -4.021478 1.166518 -3.233109 0.0 -0.1 0.0
H -2.623084 0.379958 -2.529102 -0.1 -0.1 -0.1
H -3.251940 3.358663 -2.210641 0.0 0.0 0.0
H -2.131853 2.669193 -3.397114 0.0 0.0 0.0
H -0.805830 1.649975 -1.539379 0.1 0.0 0.0
H -1.869523 2.355850 -0.361987 0.1 0.1 0.0
H -0.747982 4.253688 -2.258257 -0.2 0.1 0.1
H 0.075054 5.406140 -0.538837 0.1 0.0 0.0
H 0.457738 5.768516 1.708659 0.0 0.0 0.0
H 1.062454 6.270472 3.949312 0.0 0.0 0.0
H 2.402397 5.252214 4.491211 0.0 0.0 0.0
H 0.780101 4.979204 5.123715 0.0 0.0 0.0
H 1.594526 2.559430 4.274441 0.0 0.0 0.0
H 1.759980 0.399952 3.639775 0.0 0.0 0.0
H 1.800600 -1.766329 3.329574 0.1 0.0 -0.1
H 1.945031 -2.227090 1.611608 0.0 0.0 0.1
H -0.801564 -1.958417 1.928008 0.0 0.0 0.1
H -0.324316 -2.684611 3.467484 0.0 0.1 0.0
H -0.888630 -4.433406 1.904569 0.1 0.0 0.0
H 0.857614 -4.500903 2.174079 -0.1 0.0 0.0
H -0.058260 -3.141575 -1.514169 -0.2 -0.1 0.0
H -2.380887 -4.939318 0.433020 0.0 0.0 0.0
Se -3.568191 -1.409786 -4.843824 -0.7 0.4 -0.1
Te -1.570828 -2.356564 -3.769910 0.4 -0.2 -0.5
Te -0.569388 -3.170412 -6.153324 -0.2 0.0 -0.3
Se 1.027267 -4.918765 -5.487861 0.4 -0.4 0.1
Cl 9.076285 1.368664 -1.488719 0.2 0.0 0.0
C 7.465176 0.687887 -1.535554 -0.1 0.0 0.0
C 6.385286 1.478840 -1.185013 0.0 0.0 0.0
C 5.114750 0.941686 -1.224020 0.2 -0.2 -0.1
Cl 3.762610 1.943527 -0.784700 -0.1 0.1 0.1
C 4.818779 -0.404153 -1.607652 0.2 0.0 -0.1
O 3.650721 -0.878808 -1.645062 2.1 0.0 -0.2
C 5.999516 -1.145212 -1.945097 -0.1 0.0 0.0
Cl 5.763721 -2.795864 -2.417047 0.0 -0.1 0.0
C 7.278537 -0.631763 -1.919306 -0.1 0.1 0.0
H 6.531334 2.506920 -0.882764 0.0 0.0 0.0
H 8.119580 -1.251818 -2.196072 0.0 0.0 0.0
```
Positions in Å, forces in eV/Å.

Orbital gap (spin up / spin down) (eV): 2.5454 / 2.5465
2S+1: 1
Net charge: -2
LUMO energy (spin up / spin down) (eV): 2.8 / 2.8



2.
The following is a quantum chemistry calculation of C30H30CoN6O2S3Si as an isolated structure, from the OMol25 dataset.

```
73
Properties=species:S:1:pos:R:3:forces:R:3
Co 0.037400 0.097900 -0.042100 1.7 -1.1 1.8
C 5.506900 5.164200 -2.337500 0.1 0.0 -0.1
C 4.780800 3.871200 -2.136000 -0.1 -0.1 0.1
C 3.405400 3.787100 -2.347500 0.1 -0.2 0.0
C 2.732800 2.588500 -2.183000 -0.1 -0.1 -0.1
C 3.429400 1.473900 -1.753900 -0.3 -0.4 0.0
C 4.796200 1.529000 -1.549300 0.2 -0.2 0.0
C 5.469200 2.718800 -1.758300 -0.1 0.1 0.1
S 2.565400 -0.020600 -1.313200 0.6 0.1 0.9
O 3.424000 -1.142700 -1.520400 0.3 0.6 -0.1
O 1.256400 -0.038300 -1.971200 -0.7 0.3 0.0
N 2.084900 0.196400 0.223700 -2.2 -0.1 -2.0
C 2.588300 0.153000 1.481100 1.0 -0.2 0.9
C 3.922800 0.156400 1.881800 -0.9 0.0 -0.6
C 4.246400 0.193200 3.237800 -0.3 0.0 0.8
C 3.278300 0.212000 4.216600 0.4 0.0 -0.2
C 1.915000 0.176400 3.863500 -0.1 0.0 -0.3
C 0.857900 0.159400 4.799200 -0.4 0.0 -0.4
C -0.440400 0.096900 4.347300 0.5 0.1 0.5
C -0.686100 0.079900 2.978400 0.3 0.1 -0.8
N 0.280000 0.111700 2.073600 -1.1 -0.3 -0.8
C 1.568200 0.151000 2.490200 0.6 0.0 0.0
H 4.849000 6.015600 -2.179900 0.0 0.1 0.0
H 5.883000 5.220100 -3.359700 0.0 0.1 0.0
H 6.359900 5.244400 -1.667500 0.0 0.0 0.0
H 2.852600 4.669000 -2.635100 0.0 0.1 -0.1
H 1.679400 2.492900 -2.392200 -0.2 0.1 0.0
H 5.317900 0.628700 -1.260500 0.1 0.0 0.0
H 6.539900 2.758700 -1.614000 0.1 0.0 0.0
H 4.707900 0.122900 1.144700 0.1 0.0 -0.2
H 5.286100 0.215700 3.528400 0.1 0.0 0.0
H 3.547500 0.241900 5.262300 0.0 0.0 0.0
H 1.077600 0.196000 5.854600 0.0 0.0 0.1
H -1.272500 0.074900 5.029600 -0.1 0.0 0.1
H -1.695000 0.056100 2.595700 -0.1 0.0 -0.1
N -3.315100 -1.832100 0.058600 0.0 -0.2 0.1
C -3.295700 -0.499600 -0.054600 -0.8 0.1 0.0
N -2.243600 0.274800 -0.116800 1.4 -0.4 0.0
C -2.621400 1.604200 -0.182800 -1.1 0.3 0.0
C -3.962000 1.830000 -0.186400 0.5 -0.3 0.0
S -4.830400 0.347000 -0.111700 0.6 -0.1 0.0
C -1.600600 2.623700 -0.130400 0.1 1.1 0.0
C -1.788300 3.970500 -0.153400 0.2 -0.4 0.0
S -0.300200 4.791900 0.138600 0.1 -0.4 0.0
C 0.492400 3.238700 0.274100 -0.1 0.8 0.1
N -0.301500 2.222700 0.079100 0.3 -0.6 -0.2
N 1.787300 3.160900 0.600100 0.0 -0.1 0.2
H -2.464000 -2.357300 0.154800 0.0 0.0 0.0
H -4.197800 -2.305500 0.139700 0.1 -0.1 0.0
H -4.491200 2.759200 -0.195800 0.0 0.3 0.0
H -2.688900 4.528700 -0.305700 -0.2 0.0 0.0
H 2.348100 3.991100 0.658600 0.1 -0.1 -0.1
H 2.226200 2.252800 0.543000 0.1 0.1 0.0
C -0.501600 -3.236500 1.506000 0.4 0.7 -0.9
Si 0.259100 -2.499000 -0.137700 -0.5 0.1 0.3
C -0.806500 -3.015500 -1.676200 0.7 0.5 0.7
C 2.006800 -3.234300 -0.282900 -0.7 0.4 0.0
C 2.949500 -3.067400 0.734100 -0.3 0.0 0.0
C 4.243500 -3.524400 0.581800 0.1 0.0 0.1
C 4.623300 -4.160700 -0.587400 0.0 0.0 0.0
C 3.693900 -4.359600 -1.591700 0.1 -0.1 -0.1
C 2.401700 -3.896600 -1.446500 -0.3 0.0 0.2
H -0.790800 -4.265500 1.318100 0.0 -0.2 -0.1
H -1.358600 -2.699100 1.897800 -0.2 0.1 0.1
H 0.250200 -3.245000 2.289000 0.2 0.0 0.1
H -1.066200 -4.067900 -1.598900 0.0 -0.2 0.0
H -0.223300 -2.873200 -2.581000 0.2 0.0 -0.1
H -1.719100 -2.443500 -1.807600 -0.1 0.1 0.0
H 2.679900 -2.558900 1.651000 0.0 0.0 0.1
H 4.965700 -3.372800 1.370600 0.1 0.0 0.1
H 5.640600 -4.494600 -0.720100 0.1 -0.1 0.0
H 3.980700 -4.866100 -2.499900 0.0 -0.1 -0.1
H 1.696100 -4.057500 -2.248600 0.0 0.0 -0.1
```
Positions in Å, forces in eV/Å.

Orbital gap (spin up / spin down) (eV): 7.3717 / 7.3712
2S+1: 1
Net charge: +1
LUMO energy (spin up / spin down) (eV): -3.0 / -3.0



3.
The following is a quantum chemistry calculation of C30H30CsN2O6P3S as an isolated structure, from the OMol25 dataset.

```
73
Properties=species:S:1:pos:R:3:forces:R:3
Cs -0.156800 -1.751555 -0.376449 1.0 0.4 -0.8
C 3.893394 2.546386 -0.935575 0.0 0.0 0.0
C 3.965112 1.172020 -1.072535 0.0 0.0 0.0
C 3.361039 0.351963 -0.124645 0.0 0.0 -0.1
C 2.677446 0.887994 0.959452 0.0 0.1 0.0
C 2.583063 2.278732 1.067052 0.0 0.0 0.0
C 3.195599 3.099786 0.136101 0.0 0.0 0.0
P 1.868794 -0.271050 2.133031 -0.2 0.0 -0.1
C 3.062515 -0.272117 3.537274 -0.1 0.0 -0.1
C 2.723253 -1.022924 4.666391 0.0 0.0 0.1
C 3.596185 -1.146497 5.734621 0.0 0.0 0.0
C 4.843791 -0.531721 5.691495 0.0 0.0 0.0
C 5.197842 0.209216 4.575246 -0.1 0.0 -0.1
C 4.311025 0.341179 3.509960 0.1 0.0 0.0
C 0.446232 0.725551 2.722561 -0.1 0.1 0.0
C 0.560790 1.547033 3.846837 0.1 0.0 0.1
C -0.495319 2.357554 4.239220 0.0 0.0 -0.1
C -1.653608 2.343645 3.473349 0.0 -0.1 -0.1
C -1.735943 1.522520 2.349867 0.0 0.1 0.1
C -0.716843 0.653824 1.912584 -0.1 -0.1 0.1
H 4.339709 3.189030 -1.685374 0.0 0.0 0.0
H 4.427510 0.725166 -1.942632 0.0 0.0 0.0
H 3.380240 -0.721699 -0.272668 0.0 0.0 0.0
H 2.000396 2.709714 1.872397 0.0 0.0 0.0
H 3.103357 4.176011 0.226054 0.0 0.0 0.0
H 1.759021 -1.518790 4.706728 0.0 0.0 0.0
H 3.305515 -1.733293 6.597987 0.0 0.0 0.0
H 5.533939 -0.635652 6.520543 0.0 0.0 0.0
H 6.166430 0.692778 4.523884 0.0 0.0 0.0
H 4.595586 0.927268 2.644337 0.0 0.0 0.0
H 1.483300 1.561761 4.421169 0.0 0.0 0.0
H -0.413079 2.988219 5.117785 0.0 0.0 0.0
H -2.499686 2.967109 3.751474 0.0 0.0 0.0
H -2.677123 1.565202 1.799230 0.0 0.0 0.0
N -4.862022 -3.412511 -0.512916 0.0 0.0 0.0
C -3.353899 -3.654998 -0.435853 -0.3 0.1 0.0
C -3.190048 -5.158429 -0.183149 0.0 0.1 0.0
P -2.930797 -2.784069 1.181146 0.0 -0.1 0.1
O -3.077737 -1.221928 0.804816 0.0 0.1 0.0
O -4.117469 -3.193941 2.006373 0.0 0.0 0.0
O -1.517093 -3.071657 1.551414 -0.6 -0.6 0.5
P -2.832384 -3.345400 -2.216547 0.2 0.0 0.1
O -2.994067 -1.735818 -2.378585 0.1 0.0 0.0
O -3.990882 -3.965277 -2.942921 0.1 0.0 0.0
O -1.404356 -3.726839 -2.381103 -0.4 -0.1 0.0
H -5.243444 -3.651028 0.412180 0.0 0.0 0.0
H -5.196725 -3.928358 -1.337620 0.0 0.0 0.0
H -5.031963 -2.419368 -0.675583 0.1 0.0 0.0
H -3.653907 -5.438254 0.765377 0.0 0.0 0.0
H -2.127465 -5.386935 -0.133668 0.0 0.0 0.0
H -3.628522 -5.731453 -1.004022 0.0 0.0 0.0
H -2.301487 -0.675930 1.094068 0.0 0.0 0.2
H -2.137539 -1.289312 -2.485017 -0.1 0.0 -0.1
C -2.507802 1.284665 -1.125047 -0.1 0.0 0.0
C -1.821447 1.577811 -2.425880 0.0 0.2 0.0
C -2.286784 2.633703 -3.255713 0.0 -0.2 0.2
C -1.641525 2.873543 -4.424763 0.0 0.1 -0.1
C -0.510784 2.106899 -4.787328 0.0 0.2 -0.3
C 0.187896 2.362116 -5.999163 -0.1 -0.1 0.3
C 1.290738 1.606364 -6.271772 0.2 -0.2 0.0
C 1.740787 0.614768 -5.381261 0.1 0.0 -0.2
C 1.110972 0.313490 -4.180645 -0.3 0.1 0.3
S 1.713799 -0.887019 -3.090527 0.1 0.2 -0.4
C -0.088585 1.096096 -3.899687 0.0 -0.4 0.5
N -0.782180 0.844137 -2.743042 0.0 0.0 -0.3
H -3.199722 2.081883 -0.846251 0.1 0.0 0.0
H -1.765449 1.161518 -0.332300 0.0 0.0 0.0
H -3.078132 0.355994 -1.175015 0.0 0.0 0.0
H -3.145461 3.215456 -2.944029 0.0 0.0 0.0
H -1.973323 3.662318 -5.093810 0.0 0.0 0.0
H -0.162286 3.140769 -6.667109 0.0 0.0 0.0
H 1.848874 1.769137 -7.189194 0.0 0.0 0.0
H 2.629536 0.043458 -5.622612 0.0 0.0 0.0
```
Positions in Å, forces in eV/Å.

Orbital gap (eV): 5.4234
2S+1: 1
Net charge: -2
LUMO energy (eV): 4.0